Formula: C11H10Cl2F16O2
Source: the OMol25 dataset
Level of theory: ωB97M-V/def2-TZVPD

Positions of all 41 atoms, in Å:
Cl: -16.42 -12.63 14.64
Cl: -16.55 -9.83 14.01
F: -11.20 -11.87 19.15
F: -16.08 -20.39 16.18
F: -18.27 -20.47 16.36
F: -13.23 -16.26 17.11
F: -12.24 -17.43 14.81
F: -15.62 -18.46 20.28
F: -12.02 -17.93 17.72
F: -18.52 -17.83 16.29
F: -18.43 -20.29 20.46
F: -12.53 -13.13 18.21
F: -9.78 -14.34 19.95
F: -17.44 -18.54 14.53
F: -11.61 -14.05 20.95
F: -11.26 -15.59 15.12
F: -16.67 -21.25 21.09
F: -16.66 -18.80 22.18
O: -17.16 -19.54 17.99
O: -11.08 -16.02 18.03
C: -11.46 -16.77 15.75
C: -11.94 -16.73 17.15
C: -17.16 -19.75 16.58
C: -11.37 -13.13 18.72
C: -11.06 -14.29 19.73
C: -17.16 -20.31 20.34
C: -11.67 -15.70 19.24
C: -17.44 -18.50 15.88
C: -15.50 -11.25 14.17
C: -16.81 -20.56 18.85
C: -16.70 -18.91 20.83
H: -15.05 -11.50 13.21
H: -10.46 -17.20 15.83
H: -11.54 -16.56 19.89
H: -17.38 -21.45 18.57
H: -17.43 -18.12 20.68
H: -12.75 -15.61 19.34
H: -16.58 -17.83 15.89
H: -10.70 -13.22 17.86
H: -14.74 -10.96 14.90
H: -15.76 -20.84 18.80

Properties
Orbital gap ... 11.3 eV
Structure (SMILES) ... FC(F)C(F)(F)COC(F)(F)C(F)F.FC(F)C(F)(F)COC(F)(F)C(F)F.ClCCl

Atomic partial charges in e from the Mulliken method, atoms 1 to 5: number 1, Cl, carries -0.126; number 2, Cl, carries -0.158; number 3, F, carries -0.290; number 4, F, carries -0.243; number 5, F, carries -0.291


Formula: C23H14BrCl2CoN3O4
Source: the OMol25 dataset
Level of theory: ωB97M-V/def2-TZVPD

Positions of all 48 atoms, in Å:
Br: -0.61 -5.06 -5.49
Co: -0.06 0.28 -0.06
Cl: -4.38 -0.98 5.70
Cl: 2.86 -2.53 -5.66
O: 0.29 0.96 1.91
O: -1.99 0.02 0.44
O: 0.13 -1.75 -0.01
O: 0.41 -3.95 -0.30
N: -3.98 3.39 -3.62
N: -0.60 1.85 -1.19
N: -1.85 3.59 -2.38
C: -3.62 -0.67 4.14
C: -3.76 -0.76 1.74
C: -0.44 0.69 2.86
C: 0.05 -2.82 -0.67
C: -4.32 -1.00 2.96
C: 2.85 -2.26 -2.95
C: -0.56 -2.71 -2.07
C: -1.83 -1.51 -3.74
C: -2.99 3.42 -3.02
C: 2.15 -0.24 -1.78
C: -0.36 -3.74 -2.98
C: -1.31 -1.60 -2.45
C: -1.26 2.62 -1.75
C: -1.62 -2.53 -4.65
C: 2.11 -0.35 -4.21
C: 2.59 -1.64 -4.16
C: -1.76 0.11 2.82
C: 1.89 0.34 -3.03
C: -2.37 -0.14 4.06
C: -0.89 -3.64 -4.25
C: 1.84 0.48 -0.53
C: 2.63 -1.56 -1.77
C: -2.44 -0.19 1.59
H: -2.01 -2.48 -5.66
H: 3.20 -3.28 -2.92
H: -5.30 -1.44 3.04
H: 2.80 -2.05 -0.82
H: -1.49 -0.81 -1.74
H: 2.40 0.08 0.32
H: 1.49 1.34 -3.06
H: -0.08 0.92 3.88
H: 0.21 -4.61 -2.66
H: 2.02 1.55 -0.63
H: -4.28 -1.02 0.83
H: -2.41 -0.64 -4.03
H: 1.88 0.11 -5.17
H: -1.83 0.11 4.97

Properties
Orbital gap (spin up / spin down) ... 6.5 / 6.4 eV
Total charge ... -2
<S²> ... 0.7694
2S+1 ... 2

Atomic partial charges in e from the Mulliken method, atoms 1 to 5: number 1, Br, carries -0.271; number 2, Co, carries 0.608; number 3, Cl, carries -0.294; number 4, Cl, carries -0.293; number 5, O, carries -0.567


Formula: C39H39AsBr2KN4O3
Source: the OMol25 dataset
Level of theory: ωB97M-V/def2-TZVPD

Positions of all 89 atoms, in Å:
Br: 3.98 -2.75 3.76
Br: 7.36 2.51 -1.01
As: -0.60 -2.29 -0.13
K: -0.30 1.77 0.31
O: -3.50 0.01 -2.55
O: -2.60 1.49 -1.17
O: -0.61 -0.63 0.21
N: -0.10 1.02 -2.48
N: -1.36 0.60 -2.93
N: 2.75 2.00 -0.38
N: 1.95 1.14 2.13
C: -4.96 -3.98 0.19
C: -2.36 -3.03 -0.18
C: 2.03 -0.61 3.72
C: 3.14 -1.17 3.11
C: -4.71 -2.59 0.20
C: 3.68 -0.52 2.02
C: 3.21 2.81 -1.32
C: -3.40 -2.12 0.03
C: 4.99 1.69 0.38
C: 0.34 -3.45 1.03
C: -3.86 -4.86 0.09
C: -2.58 -4.37 -0.21
C: 1.66 -2.62 -4.25
C: 0.66 4.36 3.31
C: 3.64 1.50 0.48
C: -2.61 4.14 1.39
C: 4.59 3.02 -1.59
C: 1.48 -4.18 0.57
C: -3.45 -1.01 -3.51
C: -0.65 5.76 -1.33
C: 0.37 -3.06 -4.17
C: 0.30 -2.46 -1.85
C: -0.04 -3.48 2.38
C: 2.28 -1.98 -3.15
C: 0.66 -4.30 3.25
C: -0.39 4.58 2.25
C: 5.48 2.41 -0.71
C: -3.93 3.46 1.62
C: 1.60 -2.02 -1.95
C: -0.98 5.18 0.02
C: 0.00 4.98 0.99
C: 2.06 -5.10 1.41
C: 1.45 0.49 3.18
C: -2.44 0.70 -2.12
C: -0.34 -2.98 -2.98
C: 3.08 0.67 1.60
C: -2.24 4.73 0.22
C: -1.73 4.25 2.46
C: 1.65 -5.10 2.76
H: -4.02 3.18 2.64
H: -4.03 2.56 1.01
H: 0.38 0.18 -2.20
H: -1.35 -3.31 -2.96
H: -3.21 -1.02 0.03
H: 2.11 -2.68 -5.21
H: 0.76 5.15 4.05
H: 2.93 -5.63 1.20
H: 2.04 -1.58 -1.07
H: 3.21 -1.54 -3.25
H: -2.77 -1.82 -3.20
H: -1.59 5.66 -1.93
H: 0.18 5.18 -1.79
H: 1.66 4.19 2.91
H: 4.92 3.78 -2.24
H: 1.59 -1.10 4.58
H: -3.16 -0.68 -4.49
H: 2.25 -5.67 3.46
H: -1.77 -5.05 -0.35
H: -2.95 4.77 -0.57
H: 2.48 3.36 -1.97
H: -4.45 -1.49 -3.51
H: 1.07 5.16 0.77
H: -0.16 -3.52 -5.04
H: -5.46 -1.84 0.32
H: 0.40 1.41 -3.28
H: -0.27 6.79 -1.20
H: -4.03 -5.89 0.04
H: 0.55 0.85 3.61
H: 0.45 3.40 3.80
H: -1.30 -0.20 -3.54
H: 4.49 -1.01 1.45
H: -2.07 4.00 3.48
H: -5.97 -4.35 0.31
H: 1.80 -4.11 -0.47
H: -0.85 -2.86 2.76
H: 5.66 1.24 1.09
H: -4.69 4.18 1.28
H: 0.48 -4.29 4.35

Properties
Orbital gap ... 8.6 eV
ΔE to the lowest compared entry with this formula, charge and spin ... 78.1 kJ/mol
Total charge ... +1

Atomic partial charges in e from the Mulliken method, atoms 1 to 5: number 1, Br, carries -0.092; number 2, Br, carries -0.137; number 3, As, carries 0.595; number 4, K, carries 1.010; number 5, O, carries -0.352


Which formula does entry 2 have?
C23H14BrCl2CoN3O4